{"formula": "C27H54NO19S5", "method": "the ωB97M-V functional and the def2-TZVPD basis", "total_charge": -1, "e_homo_ha": -0.1584, "lumo_energy_ev": 1.386, "multiplicity": 1, "gap_ev": 5.695, "species": ["C", "C", "N", "C", "C", "C", "C", "C", "C", "C", "C", "C", "O", "O", "C", "O", "O", "H", "H", "H", "H", "H", "H", "H", "H", "H", "H", "H", "H", "H", "H", "O", "S", "O", "O", "C", "C", "C", "H", "H", "H", "H", "H", "H", "H", "H", "O", "S", "O", "O", "C", "C", "C", "H", "H", "H", "H", "H", "H", "H", "H", "O", "S", "O", "O", "C", "C", "C", "H", "H", "H", "H", "H", "H", "H", "H", "O", "S", "O", "O", "C", "C", "C", "H", "H", "H", "H", "H", "H", "H", "H", "O", "S", "O", "O", "C", "C", "C", "H", "H", "H", "H", "H", "H", "H", "H"], "xyz": [[2.777, 4.616, -4.156], [3.357, 3.606, -3.891], [3.771, 2.402, -3.353], [5.082, 2.577, -2.962], [6.115, 2.631, -2.361], [3.561, 1.208, -4.274], [4.635, 0.157, -3.994], [4.285, -1.239, -4.526], [2.176, 0.610, -4.019], [1.095, 1.659, -3.761], [-0.281, 1.021, -3.566], [-1.403, 1.834, -4.144], [-1.315, 2.837, -4.777], [-2.651, 1.276, -3.918], [3.701, 1.619, -5.786], [4.869, 1.742, -6.217], [2.611, 1.774, -6.415], [2.265, 5.508, -4.391], [7.023, 2.638, -1.826], [4.791, 0.061, -2.922], [5.560, 0.465, -4.460], [3.692, -1.764, -3.787], [3.740, -1.212, -5.461], [5.192, -1.824, -4.648], [2.209, -0.045, -3.148], [1.878, 0.055, -4.896], [1.106, 2.383, -4.563], [1.349, 2.200, -2.853], [-0.426, 0.847, -2.503], [-0.294, 0.077, -4.099], [-2.575, 0.869, -3.047], [7.379, -0.555, 1.697], [5.963, -0.464, 1.885], [5.119, 0.035, 0.849], [5.681, 0.356, 3.223], [6.266, 1.669, 3.327], [5.559, 2.698, 2.464], [5.340, -2.016, 2.431], [7.330, 1.613, 3.089], [6.179, 1.938, 4.378], [5.679, 2.483, 1.404], [5.968, 3.690, 2.657], [4.490, 2.705, 2.676], [5.961, -2.387, 3.243], [5.385, -2.691, 1.579], [4.310, -1.886, 2.751], [1.468, -3.304, -3.697], [0.044, -3.224, -3.665], [-0.622, -2.161, -2.978], [-0.534, -4.618, -3.142], [-0.046, -5.104, -1.878], [-0.620, -4.347, -0.695], [-0.589, -3.310, -5.303], [1.045, -5.080, -1.874], [-0.351, -6.148, -1.836], [-0.281, -3.313, -0.682], [-0.306, -4.819, 0.237], [-1.709, -4.336, -0.739], [-0.113, -4.136, -5.823], [-0.342, -2.365, -5.785], [-1.667, -3.438, -5.257], [-7.588, 0.063, -1.794], [-8.018, 1.396, -2.091], [-8.692, 1.677, -3.321], [-6.790, 2.383, -1.919], [-5.571, 2.103, -2.653], [-5.669, 2.426, -4.128], [-8.985, 2.018, -0.759], [-5.283, 1.063, -2.488], [-4.811, 2.728, -2.191], [-6.381, 1.773, -4.632], [-4.699, 2.297, -4.598], [-6.007, 3.452, -4.276], [-8.466, 1.829, 0.177], [-9.935, 1.490, -0.777], [-9.147, 3.081, -0.910], [6.797, -3.938, 5.241], [6.913, -4.924, 6.270], [5.812, -5.192, 7.141], [8.206, -4.600, 7.137], [8.318, -3.278, 7.707], [7.398, -3.068, 8.893], [7.478, -6.440, 5.580], [8.147, -2.531, 6.931], [9.357, -3.192, 8.020], [6.351, -3.092, 8.594], [7.598, -2.099, 9.352], [7.546, -3.851, 9.637], [8.332, -6.241, 4.938], [6.654, -6.849, 5.001], [7.741, -7.116, 6.389], [-9.636, 2.023, 3.140], [-11.028, 2.270, 3.359], [-11.835, 2.837, 2.324], [-11.194, 3.130, 4.685], [-10.467, 4.375, 4.774], [-11.069, 5.472, 3.917], [-11.803, 0.802, 3.941], [-9.419, 4.203, 4.525], [-10.511, 4.655, 5.824], [-10.984, 5.241, 2.857], [-10.552, 6.413, 4.102], [-12.128, 5.596, 4.143], [-11.207, 0.382, 4.746], [-11.846, 0.113, 3.101], [-12.806, 1.046, 4.279]], "atomic_forces_ev_per_a": [[0.145, 0.246, -0.098], [-0.915, -0.553, 0.885], [1.590, 0.798, -1.602], [-0.715, -0.580, 0.984], [0.182, 0.100, -0.064], [-0.113, -0.961, -0.370], [-0.028, -0.415, 0.095], [-0.004, 0.223, 0.474], [-0.376, 0.899, 0.629], [0.155, -0.010, 0.255], [0.851, 0.619, -0.526], [-0.119, 0.047, 0.141], [-0.133, 0.090, -0.265], [0.138, 0.358, 0.400], [-0.558, 0.532, -1.230], [-0.450, 0.042, 0.351], [0.953, -0.277, 0.619], [-0.040, 0.234, -0.225], [0.315, 0.094, -0.006], [0.063, 0.084, 0.221], [0.142, 0.348, 0.009], [-0.355, -0.208, -0.039], [0.005, 0.003, -0.279], [0.190, -0.040, -0.187], [0.084, -0.288, 0.105], [0.076, -0.293, -0.205], [-0.224, -0.035, -0.289], [0.019, 0.170, 0.124], [-0.367, -0.349, 0.124], [-0.240, -0.355, 0.140], [-0.168, -0.523, -0.140], [0.077, 0.116, -0.115], [-0.253, -0.191, 0.227], [0.117, 0.023, -0.177], [-0.031, -0.113, 0.092], [0.165, 0.534, -0.042], [-0.046, -0.142, -0.175], [0.053, -0.073, 0.169], [-0.027, -0.125, -0.065], [-0.073, -0.190, 0.047], [0.014, 0.007, 0.002], [0.017, -0.015, 0.082], [0.002, 0.036, 0.048], [-0.012, 0.006, 0.013], [0.024, 0.057, -0.060], [-0.009, 0.035, -0.022], [0.127, 0.084, 0.260], [-0.302, -0.194, -0.406], [0.131, 0.055, 0.179], [-0.113, 0.002, -0.095], [0.187, -0.124, 0.474], [-0.029, 0.205, -0.085], [-0.033, -0.058, -0.054], [-0.007, 0.094, -0.103], [-0.068, 0.006, -0.189], [0.029, -0.010, -0.002], [0.002, -0.078, -0.035], [-0.007, -0.057, 0.023], [0.019, -0.003, 0.010], [0.049, 0.023, 0.043], [-0.003, 0.017, 0.027], [-0.032, -0.150, -0.156], [0.148, 0.393, 0.272], [-0.069, -0.178, -0.099], [-0.119, 0.049, 0.046], [0.535, -0.099, -0.375], [-0.407, -0.011, -0.122], [-0.006, 0.009, 0.112], [-0.162, -0.034, 0.031], [-0.146, 0.067, 0.162], [-0.010, -0.026, 0.036], [0.090, 0.030, 0.103], [0.049, 0.026, 0.044], [0.003, 0.009, 0.005], [0.009, -0.034, -0.044], [0.009, 0.006, -0.026], [-0.196, 0.154, -0.046], [0.352, -0.225, 0.075], [-0.150, 0.079, -0.048], [0.003, -0.149, 0.002], [-0.006, 0.524, 0.228], [-0.177, -0.160, -0.063], [0.069, -0.033, -0.031], [-0.062, -0.107, -0.082], [0.050, -0.188, -0.092], [0.003, 0.023, -0.020], [0.086, 0.001, -0.022], [0.053, 0.029, 0.028], [0.005, 0.023, 0.008], [-0.038, 0.043, 0.002], [-0.012, 0.013, 0.023], [0.089, 0.114, -0.194], [-0.212, -0.141, 0.348], [0.111, 0.021, -0.184], [-0.094, -0.097, 0.013], [0.275, 0.501, -0.020], [-0.102, -0.142, -0.173], [-0.014, -0.036, 0.080], [-0.041, -0.129, -0.064], [-0.093, -0.187, 0.052], [0.030, -0.001, 0.002], [0.020, -0.019, 0.084], [0.011, 0.038, 0.053], [0.014, 0.017, 0.004], [0.033, 0.030, -0.040], [-0.004, 0.024, -0.012]]}